Record 1
Molecular formula: H2N3O4S
Method: DFT, wB97M-V/def2-TZVPD

molecular weight: 140.1 g mol⁻¹
total charge: -1
lowest unoccupied orbital energy (spin up / spin down): 4.15 / 4.15 eV
energy relative to the best compared isomer or geometry (same formula, charge and spin): 56.1 kcal per mole
frontier orbital gap (spin up / spin down): 7.7 / 7.7 eV

XYZ file:
```
10
Properties=species:S:1:pos:R:3:forces:R:3
N -0.94939 -0.00322 0.96165 -0.79 -0.13 -0.73
H 0.59275 1.00527 -0.16823 -0.92 -2.41 2.30
O -1.51815 1.84012 -0.73733 -0.10 -0.20 -0.31
O -2.82995 -2.02645 0.40790 0.96 0.54 -1.29
O -3.28512 0.99350 0.76836 1.71 -0.91 -1.09
N -1.94680 -1.58781 -0.24765 -0.24 -2.47 1.90
O -2.39731 -0.40464 -1.08239 -0.89 0.70 -0.79
H 1.03959 -0.59563 0.31189 -1.77 0.38 0.26
N 0.42820 0.20393 0.61905 1.49 2.59 -2.48
S -2.07012 0.71447 -0.01300 0.54 1.89 2.23
```
Positions in Å, forces in eV/Å.

Record 2
Molecular formula: C13H14AsN5O7STi
Method: DFT, wB97M-V/def2-TZVPD

molecular weight: 507.1 g mol⁻¹
total charge: +2
lowest unoccupied orbital energy: -8.28 eV
energy relative to the best compared isomer or geometry (same formula, charge and spin): 20.8 kcal per mole
frontier orbital gap: 8.1 eV

XYZ file:
```
42
Properties=species:S:1:pos:R:3:forces:R:3
H 0.08192 -2.92157 -1.92930 -0.02 -0.07 -0.04
H -3.77915 -0.57954 6.58927 0.00 -0.01 0.00
C -4.31671 -1.29016 3.31010 0.00 0.03 0.19
C -3.03958 -1.10928 2.82368 0.45 0.28 0.24
O -4.37419 -1.55745 0.19719 0.19 0.21 0.19
C -3.56475 -0.72524 5.53948 -0.12 0.00 0.10
C -2.01638 -0.72304 3.72715 -0.36 -0.16 -0.06
C -4.57143 -1.09649 4.67164 -0.09 -0.01 0.06
N 3.96160 0.25193 1.46140 0.22 0.25 -0.02
H -5.10957 -1.57459 2.63129 -0.07 0.00 0.00
H -5.57695 -1.23977 5.04448 0.01 0.00 -0.01
N 0.15547 1.70249 -0.14181 0.07 0.43 0.31
N 0.74583 4.36977 -0.54922 -0.06 -0.14 0.02
C 1.67066 3.52698 -0.09685 -0.06 0.36 -0.20
H 1.06536 -2.68741 -0.47895 0.02 -0.01 0.10
O -0.37355 0.78845 2.32416 0.09 0.28 0.87
O -0.13978 -1.47287 2.09490 -0.02 -0.32 0.68
C 0.79558 -2.26809 -1.44137 -0.09 0.20 -0.07
C 2.33808 1.21920 0.62711 -0.12 0.00 -0.20
N 1.94943 -0.09040 0.78931 0.23 0.32 0.15
H -0.38683 -0.71423 -1.96612 0.08 -0.07 0.28
H -1.21861 4.56657 -1.16663 0.02 0.02 0.00
H -2.38246 -3.39451 0.15364 0.10 -0.03 -0.07
O -1.85115 -2.65919 0.50042 -0.01 -0.10 0.04
S -0.39322 -0.44131 3.21448 0.22 0.07 0.26
H 2.65958 3.91364 0.11573 -0.01 0.03 -0.01
N 3.55386 1.46272 1.01588 0.14 -0.32 0.16
O 0.54400 -0.44412 4.26374 0.00 -0.04 0.10
C -0.78003 2.54943 -0.58398 0.03 -0.25 -0.02
C 3.01521 -0.66343 1.33990 -0.12 -0.01 -0.08
H -1.46457 -0.26013 5.74789 -0.02 0.00 -0.02
O -1.91343 -0.06087 0.30080 -0.59 -0.36 0.06
O 0.14207 -0.97358 -1.19269 0.09 -0.36 -0.40
As -2.95978 -1.37360 0.93223 -1.01 -0.36 -0.42
H 4.89613 0.14155 1.83443 -0.01 0.01 -0.02
Ti -0.21723 -0.23215 0.68563 0.53 0.24 -2.04
C -0.46586 3.88146 -0.79803 0.22 0.23 -0.02
C -2.26624 -0.53601 5.07520 -0.06 -0.08 -0.17
H 3.11803 -1.69432 1.64052 -0.01 0.02 0.02
C 1.38224 2.19354 0.09994 0.13 -0.28 0.08
H -1.77088 2.15783 -0.75813 -0.05 -0.03 0.02
H 1.67358 -2.10158 -2.05360 0.07 0.00 -0.06
```
Positions in Å, forces in eV/Å.

> Among the records above, which one has the lowest total charge?

H2N3O4S

> molecular weight of number 2 (C13H14AsN5O7STi)?

507.1 g mol⁻¹

> What is the energy relative to the best compared isomer or geometry (same formula, charge and spin) in the first record?

56.1 kcal per mole